# 1
The following is a quantum chemistry calculation of a structure of composition C31H50Cl3N2PSTl, from the Open Molecules 2025 dataset.

Last column: Löwdin charge in e.
Cartesian coordinates (Å):
H 3.52 -3.62 -0.80  0.125
C -1.84 0.57 3.53  -0.401
H -3.60 -2.61 5.37  0.101
H -1.73 -4.78 4.33  0.116
H 0.82 2.33 6.37  0.121
C -0.58 -2.30 3.54  -0.393
H 2.46 -1.83 0.27  0.063
H -0.65 -3.67 0.40  0.095
Cl 2.94 0.51 -0.67  0.751
C 1.80 -2.70 0.19  -0.151
C 1.28 2.63 -0.27  -0.695
C 1.10 3.96 0.12  -0.686
C -3.26 -0.03 3.50  -0.201
H -4.51 3.06 2.88  0.115
H 1.92 0.27 5.70  0.131
H 0.05 -1.77 -2.53  0.119
C 3.69 3.00 -0.05  -0.107
H 0.19 0.04 5.73  0.089
H 2.68 2.91 2.54  0.104
C 2.17 4.81 0.37  -0.104
H -5.11 1.78 1.86  0.115
H 1.61 -0.97 3.80  0.106
N 1.76 -4.34 -1.65  -0.152
H 2.88 2.56 4.99  0.122
H 0.57 -2.00 5.38  0.091
C 2.61 2.18 -0.31  -0.652
H -2.66 -2.30 2.83  0.049
H 4.69 2.60 -0.10  0.111
C -1.51 -2.33 5.91  -0.171
C 2.06 0.90 2.91  -0.185
C 3.47 4.33 0.27  -0.068
H -1.24 -2.53 6.95  0.117
C 2.51 -3.90 -0.48  -0.135
H -0.86 2.01 2.17  0.048
Cl -0.49 4.61 0.30  0.712
H 1.46 -2.95 1.20  0.102
H 2.00 0.62 1.85  0.045
H -2.93 -3.95 6.26  0.113
C 1.91 2.80 4.55  -0.179
H -2.85 2.92 1.16  0.099
C 0.41 -4.70 -1.23  -0.129
H -2.26 -1.32 -1.68  -0.010
C -0.32 -3.48 -0.62  -0.152
Cl -3.57 -2.10 0.10  0.527
C -2.48 -0.92 -0.69  -0.712
H -5.25 0.67 3.92  0.117
H 0.95 2.74 2.64  0.092
H 1.60 -1.13 -2.02  0.053
C 1.68 -3.25 -2.62  -0.130
C 0.81 2.06 5.31  -0.183
H -2.96 1.19 1.07  0.069
N 0.61 -2.31 -0.59  -0.251
H 0.01 -3.61 5.10  0.126
H -3.35 -4.41 3.80  0.120
Tl -0.56 -0.43 0.35  0.647
C 1.12 0.01 3.74  -0.388
H -1.69 -3.58 2.18  0.084
H -3.98 1.63 4.65  0.120
H -3.47 -0.50 2.53  0.082
C 0.98 -2.02 -2.00  -0.152
H 1.77 3.88 4.65  0.119
H -1.19 -3.20 -1.21  0.092
C -4.26 1.09 3.74  -0.167
H 2.70 -3.00 -2.93  0.125
H -0.16 2.37 4.91  0.095
C 1.88 2.40 3.09  -0.186
C 0.98 0.55 5.19  -0.185
C -4.30 2.05 2.54  -0.168
H 0.26 -2.72 2.98  0.088
H 1.97 5.84 0.64  0.111
H -3.05 0.00 -0.81  -0.008
H -0.14 -5.08 -2.09  0.126
H 3.08 0.65 3.22  0.132
H -1.79 -1.27 5.88  0.094
H 0.48 -5.52 -0.51  0.125
C -1.88 -3.01 3.09  -0.205
H -1.82 2.74 3.43  0.126
H 2.60 -4.73 0.21  0.124
C -0.29 -2.56 5.03  -0.193
C -2.97 2.03 1.77  -0.202
C -2.70 -3.22 5.48  -0.176
H -1.60 0.77 4.58  0.101
C -1.79 1.90 2.73  -0.213
H 1.15 -3.61 -3.50  0.126
P -0.47 -0.53 2.97  1.081
C -2.43 -3.95 4.17  -0.183
H 4.30 4.99 0.46  0.117
H -3.35 -0.81 4.25  0.090
S -0.09 1.69 -0.85  0.605

Values from the calculation:
net charge	+1
energy	-98318.59793	eV
spin multiplicity	1

# 2
The following is a quantum chemistry calculation of a structure of composition C31H50ClHfPS in a non-equilibrium geometry, from the Open Molecules 2025 dataset.

Last column: Löwdin charge in e.
Cartesian coordinates (Å):
H -3.55 3.10 -0.28  0.120
H 2.42 0.44 4.08  0.100
C -1.61 3.29 -3.12  -0.212
H 2.01 -1.75 -0.97  0.075
H 2.15 -1.47 2.54  0.106
H 2.01 2.80 -1.18  0.087
H -0.73 3.95 -3.10  0.101
C 0.00 -2.42 -4.60  -0.192
C 2.49 2.60 -5.10  -0.190
C 0.04 -2.49 4.48  -0.117
H 3.68 1.09 3.07  0.108
Cl -2.74 -0.59 -0.42  -0.010
H 4.34 0.00 0.91  0.130
H 3.20 1.76 -5.12  0.117
H -3.97 5.20 -1.41  0.111
C -1.62 0.08 -4.46  -0.207
C -2.11 -1.14 -5.26  -0.193
H 3.79 -1.33 2.99  0.088
C 0.43 -4.83 3.90  -0.080
C 0.06 -4.55 2.56  -0.083
P -0.14 0.98 -2.16  1.051
H 0.82 1.54 2.87  0.052
H -2.48 0.64 -4.07  0.107
C 3.11 3.77 -4.33  -0.203
H -0.72 -3.07 1.19  0.072
C -0.98 -2.06 -5.72  -0.201
H 0.72 -5.82 4.18  0.084
H -1.08 0.77 -5.14  0.097
H -1.42 -2.98 -6.12  0.108
H 2.54 4.69 -4.53  0.114
H -3.76 3.47 -3.09  0.118
H 2.30 2.89 -6.14  0.111
H 1.33 1.88 0.18  0.016
H 3.46 4.45 -2.30  0.112
H -1.35 2.20 0.24  0.047
C 3.44 -0.67 0.97  -0.173
C -2.69 3.78 -0.40  -0.188
H -0.53 3.58 -0.58  0.123
H -1.64 2.81 -4.11  0.096
C 3.18 3.52 -2.82  -0.190
C -0.71 -0.37 -3.31  -0.441
C 1.36 0.98 0.81  -0.419
H 4.12 3.95 -4.71  0.106
H 0.40 2.89 -4.60  0.099
H 0.07 -5.34 1.82  0.097
C -0.39 -2.24 3.14  -0.623
H -2.60 4.32 0.55  0.112
H 0.49 -2.11 -0.64  0.050
H -2.81 -1.70 -4.62  0.117
H 2.16 2.46 2.16  0.100
H -2.25 5.60 -1.49  0.114
Hf -0.62 0.05 0.48  0.854
C -2.97 4.77 -1.54  -0.195
H -0.44 -1.58 -6.55  0.112
C -1.43 2.93 -0.62  -0.231
C 1.14 -1.20 -0.40  -0.257
H 2.10 0.98 -2.91  0.109
C 0.48 -1.21 -3.80  -0.211
H 2.74 0.36 -0.81  0.108
C 1.85 3.02 -2.24  -0.210
H -2.93 4.90 -3.70  0.109
C 1.17 2.11 -4.49  -0.208
C 0.42 -3.78 4.85  -0.092
H -0.47 -3.14 -3.92  0.116
H 3.96 2.78 -2.61  0.117
S -1.04 -0.63 2.70  0.542
C -0.38 -3.28 2.20  -0.141
H -2.42 1.63 -2.02  0.075
C -1.51 2.25 -2.00  -0.475
C -2.89 4.12 -2.93  -0.195
H 1.07 -1.55 -2.94  0.075
C 1.73 1.43 2.26  -0.237
H 3.71 -1.66 0.58  0.106
C 2.73 0.53 3.04  -0.208
C 1.34 1.78 -2.99  -0.397
C 2.30 -0.08 0.12  -0.332
H 0.87 -2.93 -5.03  0.108
H -2.69 -0.79 -6.12  0.108
H 0.03 -1.68 5.19  0.093
H 0.82 1.23 -5.05  0.083
H 1.09 3.82 -2.28  0.099
H -1.33 -1.00 -2.65  0.059
H 0.71 -3.99 5.87  0.098
H 1.16 -0.60 -4.41  0.102
C 3.05 -0.82 2.45  -0.203

Values from the calculation:
net charge	0
energy	-66909.84460	eV
spin multiplicity	1

# 3
The following is a quantum chemistry calculation of a structure of composition C31H51N4O2PdTe in a non-equilibrium geometry, from the Open Molecules 2025 dataset.

Last column: Löwdin charge in e.
Cartesian coordinates (Å):
H -0.51 3.59 -5.63  0.076
H 1.15 0.33 3.01  0.066
H -3.14 1.76 1.87  0.107
H 3.29 -0.58 -2.02  0.105
C 4.78 -1.76 -0.57  -0.065
H 2.52 -0.62 3.65  0.069
O -2.08 -3.69 4.56  0.062
H 2.30 -5.36 2.53  0.076
C -1.14 2.83 0.62  -0.416
C 2.32 -1.09 -1.94  -0.257
C 1.30 -3.27 -1.14  -0.195
H 3.35 -1.00 1.40  0.093
H -1.31 6.71 2.30  0.071
H -2.89 -2.36 -0.97  0.076
H -2.85 6.05 1.73  0.058
H 0.97 -0.67 0.25  0.010
H -4.45 4.46 1.25  0.057
H 4.37 0.86 2.46  0.065
H 0.86 1.46 -5.78  0.078
C 1.76 0.07 0.35  -0.083
H -1.62 3.83 -4.28  0.075
H -1.16 -1.61 3.53  0.116
C -3.19 2.85 1.97  -0.222
C -2.53 -2.23 0.04  -0.142
H 0.68 2.82 -0.43  0.051
H -3.38 3.05 3.02  0.112
H 4.56 -0.73 -0.30  0.061
H -3.40 -4.04 0.77  0.101
C -2.82 -3.16 1.03  -0.011
C -1.77 5.89 1.74  -0.077
N -1.56 1.90 -0.16  0.122
C 2.51 -5.72 1.52  -0.067
C 3.55 -2.63 -0.45  -0.235
H -0.34 4.48 2.52  0.103
C 0.10 0.97 -5.15  -0.110
H -0.56 -4.00 -1.87  0.073
H -2.53 1.63 0.00  0.040
C 2.49 -4.58 0.53  -0.284
C 3.55 1.09 1.77  -0.108
C -1.33 -0.93 1.49  -0.130
N -3.42 -4.93 3.24  0.155
N -1.80 -1.15 0.27  0.042
N -1.88 3.39 1.65  -0.096
H 0.57 0.14 -4.62  0.054
H 5.57 -2.14 0.09  0.074
C 3.58 -3.73 0.40  -0.029
H 1.77 -6.47 1.27  0.067
Pd -0.80 0.12 -1.71  0.391
H 0.28 4.42 0.28  0.075
H -0.68 0.57 -5.80  0.046
H 4.48 -3.92 0.98  0.110
H 0.54 -5.04 -0.22  0.106
C -0.47 1.98 -4.17  -0.711
H -3.70 -5.42 4.07  0.104
H -1.41 5.93 0.71  0.069
Te -2.66 -0.26 -3.55  0.637
C 0.08 -3.13 -2.00  -0.060
H 2.05 0.61 -0.53  0.011
H 0.33 -3.02 -3.06  0.086
H 1.19 1.86 -2.78  0.059
H -2.01 2.65 -5.54  0.076
H -5.27 2.90 1.37  0.073
H -1.86 4.50 3.39  0.112
O 1.38 -0.66 -2.62  -0.106
C 1.87 -0.48 2.78  -0.105
C -1.46 1.38 -3.18  -0.768
H 0.88 3.08 1.29  0.073
H 2.96 1.91 2.20  0.058
C 0.26 3.33 0.43  -0.019
C 2.66 -0.13 1.52  -0.545
H 3.98 1.46 0.84  0.065
C -1.20 3.08 -4.95  -0.082
C -2.34 -2.93 2.32  -0.133
C 1.38 -4.35 -0.27  -0.025
C -1.57 -1.80 2.55  0.007
C 2.37 -2.35 -1.16  -0.125
H 3.49 -6.21 1.54  0.069
C 0.66 2.62 -3.36  -0.071
C -1.42 4.55 2.39  -0.228
C -4.33 3.39 1.11  -0.071
H -4.10 -4.86 2.51  0.081
H -1.97 2.16 -2.62  0.001
H 0.27 3.37 -2.67  0.070
H 1.30 -1.40 2.64  0.061
H -4.14 3.21 0.05  0.073
C -2.60 -3.86 3.48  -0.491
H 1.38 3.11 -4.03  0.079
H -0.49 -2.22 -1.78  0.000
H 5.17 -1.76 -1.59  0.081
H -0.71 -0.05 1.61  0.079

Values from the calculation:
net charge	-1
energy	-53802.45978	eV
spin multiplicity	1

Question: What is the spin multiplicity in the first record?
Answer: 1

Question: Which of these has the highest net charge?
Answer: C31H50Cl3N2PSTl